Computed, not measured: a structure of composition C25H68N2O9 in a non-equilibrium geometry, with wB97M-V/def2-TZVPD.

Structure (XYZ):
```
104
Properties=species:S:1:pos:R:3:forces:R:3
C -21.078 12.691 2.937 1.5 -0.1 -7.8
O -21.507 12.239 3.934 -15.8 5.0 -7.6
N -19.946 12.232 2.446 -3.0 0.1 1.6
N -21.812 13.357 2.079 -1.6 0.4 -1.0
H -19.289 11.855 3.115 -7.7 -0.7 -1.3
H -19.681 12.692 1.587 0.3 -2.3 1.4
H -21.433 13.562 1.166 -1.2 -0.1 1.5
H -22.777 13.567 2.293 0.4 0.2 -0.5
C -17.042 9.141 4.592 0.9 0.0 0.2
C -17.730 10.516 4.639 -1.9 -1.9 -1.7
C -18.088 10.980 3.161 3.6 -1.0 2.5
O -18.965 10.297 5.294 6.5 -4.8 -2.6
H -16.429 9.004 5.483 0.1 -0.1 0.0
H -16.407 8.987 3.719 0.3 0.4 0.0
H -17.697 8.270 4.553 -0.7 0.5 0.1
H -17.182 11.258 5.219 0.5 0.2 -0.4
H -17.194 11.168 2.566 0.1 -0.3 -0.1
H -18.569 11.955 3.240 9.7 0.1 2.4
H -18.828 10.378 2.634 0.9 -0.5 0.5
H -19.373 11.119 5.577 1.1 1.2 -1.1
C -20.223 10.482 7.184 -0.9 0.6 2.1
C -21.053 10.634 5.898 -1.2 -0.9 1.4
C -22.505 11.012 6.075 -2.0 -0.3 0.4
O -20.407 11.776 5.271 7.6 -5.7 7.9
H -20.334 9.518 7.679 0.1 0.1 -0.1
H -20.464 11.314 7.846 -0.7 -0.5 0.6
H -19.180 10.723 6.975 -0.5 -0.9 1.1
H -21.004 9.699 5.340 0.2 0.5 -0.2
H -22.716 11.827 6.767 0.4 -0.3 0.0
H -23.156 10.208 6.416 0.3 -0.6 -0.1
H -22.925 11.335 5.122 0.0 -0.3 0.1
H -20.852 11.849 4.423 3.6 -3.1 0.7
C -23.511 14.589 4.195 -0.7 0.4 -1.6
C -24.601 14.652 3.107 -0.1 0.9 0.9
C -24.567 15.998 2.304 0.9 -1.0 -1.0
O -24.363 13.593 2.172 -1.3 2.4 0.5
H -23.559 15.408 4.913 -0.6 -0.5 -0.7
H -22.591 14.687 3.620 -1.5 0.4 0.5
H -23.329 13.625 4.671 -1.0 0.0 0.2
H -25.600 14.575 3.536 -0.1 -0.4 0.0
H -23.981 15.813 1.404 0.5 -0.4 -0.1
H -23.999 16.817 2.745 -0.5 0.0 0.6
H -25.488 16.312 1.812 -0.4 0.1 0.8
H -24.186 12.732 2.557 -0.4 0.2 1.1
C -22.218 14.972 6.553 1.5 1.6 0.8
C -21.080 14.114 5.962 -0.2 -1.3 0.1
C -19.596 14.539 5.906 0.6 -0.1 0.2
O -21.098 12.996 6.738 -2.4 3.8 7.0
H -22.444 15.870 5.978 0.4 0.1 0.2
H -21.865 15.340 7.517 0.0 -0.1 0.3
H -23.172 14.477 6.735 0.5 -0.5 -0.2
H -21.389 13.755 4.980 0.3 0.9 0.5
H -19.287 14.840 4.905 0.2 -0.2 0.3
H -18.903 13.756 6.212 -0.6 -0.7 -0.1
H -19.333 15.306 6.634 -0.1 0.2 0.0
H -20.747 12.198 6.336 0.4 2.5 0.3
C -20.852 15.408 3.072 0.3 2.8 0.7
C -20.758 16.892 3.545 0.6 -0.8 -1.8
C -19.863 17.022 4.718 1.1 0.8 1.3
O -20.281 17.605 2.371 0.2 0.5 0.3
H -21.390 14.987 3.922 1.4 -0.3 -1.0
H -19.895 14.937 2.850 -0.1 0.5 0.8
H -21.323 15.298 2.096 -0.6 0.9 0.8
H -21.687 17.397 3.806 -0.6 -0.8 0.0
H -19.933 18.004 5.185 0.2 0.2 -0.2
H -18.822 16.755 4.540 0.3 0.7 -0.8
H -19.944 16.294 5.525 -1.5 1.2 -0.6
H -20.885 18.327 2.184 0.1 0.1 0.0
C -23.882 11.598 0.953 -0.6 -1.5 -0.5
C -23.884 11.380 -0.570 -3.0 -0.4 0.7
C -24.594 9.970 -0.948 1.8 0.8 0.1
O -24.745 12.416 -1.127 0.2 -0.7 -0.8
H -22.972 12.123 1.246 -0.6 -0.6 -0.1
H -23.993 10.676 1.523 -0.2 0.3 -0.6
H -24.768 12.078 1.369 -0.2 -0.3 -2.0
H -22.882 11.486 -0.986 0.0 -0.3 -0.1
H -23.952 9.428 -1.642 -0.1 0.2 -0.5
H -25.599 10.027 -1.366 0.2 0.4 0.2
H -24.556 9.278 -0.107 -0.6 0.6 0.2
H -24.526 13.296 -0.815 0.3 -0.1 0.4
C -19.042 15.648 0.288 0.6 -0.2 0.0
C -18.713 14.206 0.677 3.3 2.7 -0.6
C -17.879 13.997 1.946 0.9 0.9 -0.6
O -19.870 13.539 0.760 -2.2 2.2 -5.0
H -19.708 16.147 0.992 0.0 -0.1 -0.4
H -19.447 15.507 -0.714 -0.5 0.6 -0.1
H -18.157 16.272 0.167 0.1 -0.1 0.1
H -18.236 13.796 -0.213 1.1 -0.1 0.2
H -17.127 14.786 1.964 0.4 -0.1 -0.4
H -17.378 13.031 1.883 -0.1 0.3 0.4
H -18.377 14.185 2.897 -0.1 -0.6 -0.3
H -20.423 13.834 0.034 0.1 -0.1 -0.8
C -21.040 9.463 2.871 -0.3 -0.7 -1.7
C -22.436 9.298 2.187 0.2 -0.5 0.9
C -22.628 8.034 1.320 0.7 0.7 -0.4
O -23.487 9.325 3.166 -0.2 0.0 0.3
H -20.728 8.521 3.324 -0.2 0.1 0.7
H -20.884 10.349 3.486 -0.6 -1.1 -0.1
H -20.268 9.571 2.109 -0.3 -0.1 -0.5
H -22.772 10.177 1.636 2.0 -1.0 -0.1
H -23.508 8.109 0.682 -0.2 -0.1 0.7
H -22.645 7.108 1.896 0.0 0.1 0.1
H -21.845 7.983 0.563 0.5 -0.2 0.2
H -23.259 8.772 3.916 0.1 -0.1 0.1
```
Positions in Å, forces in eV/Å.

Output
Energy above the lowest of the compared OMol25 structures with the same formula, charge and spin = 614.1 kcal/mol
Energy = -1779.05003 a.u.
Charge = 0
Lowest unoccupied orbital energy = -0.14 eV
Gap between HOMO and LUMO = 7.6 eV
Highest occupied orbital energy = -7.712 eV

Here are the Mulliken charges for atoms 1 to 4, given in e: 1.486, -0.642, 0.015, -0.955

Computed, not measured: a cluster of 9 separate species, C25H68O9 in total in a non-equilibrium geometry, with wB97M-V/def2-TZVPD.

Structure (XYZ):
```
102
Properties=species:S:1:pos:R:3:forces:R:3
C -2.159 -4.538 5.005 -0.3 0.4 0.8
C -3.339 -5.531 5.092 0.9 0.3 -2.1
C -4.695 -4.926 4.671 1.2 -0.3 1.2
O -3.034 -6.588 4.166 -0.1 -0.5 0.4
H -1.878 -4.207 4.006 -0.4 -0.3 -0.4
H -1.251 -4.960 5.438 -0.1 -0.1 0.1
H -2.382 -3.613 5.537 0.0 0.0 0.3
H -3.334 -6.011 6.071 -0.4 0.2 0.1
H -4.859 -4.117 5.383 -0.6 0.1 -0.1
H -5.436 -5.720 4.765 -0.2 0.3 -0.1
H -4.633 -4.533 3.656 -0.1 -0.1 0.0
H -2.653 -6.181 3.384 0.0 0.0 -0.2
C 1.684 0.542 5.716 -1.4 0.0 -2.8
C 1.903 1.217 7.006 -0.6 -0.1 1.0
C 0.648 1.297 7.916 0.3 0.7 -1.2
O 2.760 0.388 7.704 1.8 -0.8 1.8
H 1.363 -0.496 5.799 -0.4 0.1 0.5
H 2.449 0.452 4.945 1.2 0.4 0.7
H 0.981 1.106 5.103 -0.8 -0.1 0.1
H 2.318 2.220 6.910 0.0 0.2 -0.2
H -0.026 2.031 7.474 -0.3 -0.1 0.0
H 0.922 1.695 8.893 0.1 -0.3 0.0
H 0.144 0.333 7.982 0.1 0.0 0.1
H 3.665 0.487 7.397 0.0 0.0 -0.1
C 1.571 -0.935 -5.325 -0.1 0.0 -1.0
C 0.427 -1.924 -5.543 0.5 -0.7 2.3
C 0.725 -3.357 -5.106 1.1 0.0 -1.9
O -0.615 -1.581 -4.647 -1.4 1.1 -0.4
H 1.261 0.007 -5.776 0.1 0.2 0.1
H 2.473 -1.261 -5.843 0.1 0.0 0.1
H 1.802 -0.731 -4.280 -0.1 -0.3 0.1
H 0.082 -1.897 -6.576 -0.3 0.1 0.1
H -0.178 -3.955 -5.228 0.1 0.0 0.5
H 1.215 -3.403 -4.133 -0.4 0.0 0.2
H 1.446 -3.745 -5.826 0.3 -0.4 0.0
H -0.223 -1.417 -3.786 0.0 0.0 0.1
C -3.520 6.360 -4.323 0.1 -1.4 0.0
C -3.169 4.833 -4.636 0.4 2.9 -0.3
C -3.223 3.940 -3.435 -0.6 -0.4 0.1
O -4.125 4.553 -5.628 -0.4 -0.6 -0.4
H -2.786 6.852 -3.685 -0.2 -0.2 0.4
H -4.524 6.304 -3.903 0.1 0.4 0.4
H -3.610 6.989 -5.209 0.2 -0.5 -0.3
H -2.157 4.833 -5.041 0.2 -0.2 -0.3
H -2.730 4.385 -2.571 0.0 0.0 0.0
H -2.784 2.963 -3.637 0.2 0.0 0.0
H -4.272 3.736 -3.221 -0.1 0.2 0.3
H -4.004 3.683 -6.017 0.2 -0.2 0.1
C 7.904 0.213 -2.278 -0.7 -0.4 0.0
C 7.622 0.506 -0.760 1.4 -0.5 -1.6
C 6.224 0.143 -0.320 -0.6 0.2 0.2
O 8.613 -0.277 -0.067 -0.8 -0.2 0.8
H 7.817 -0.846 -2.521 0.1 -0.3 0.6
H 8.920 0.468 -2.577 0.0 0.4 0.2
H 7.197 0.616 -3.003 -0.1 0.7 0.2
H 7.814 1.567 -0.600 -0.1 0.1 0.2
H 5.916 0.473 0.672 0.7 -0.1 0.4
H 6.007 -0.924 -0.371 0.2 0.0 -0.2
H 5.497 0.702 -0.910 0.1 -0.2 -0.6
H 9.487 0.121 -0.079 -0.2 0.3 -0.2
C 2.207 4.726 -1.835 -0.4 -1.0 0.4
C 3.460 5.031 -2.608 -0.7 0.9 -0.3
C 3.233 5.137 -4.104 -0.2 -0.6 0.3
O 3.870 6.320 -2.217 1.0 0.4 0.9
H 1.658 3.960 -2.382 -0.4 0.1 0.0
H 1.580 5.585 -1.595 0.1 0.1 -0.5
H 2.432 4.255 -0.878 0.2 0.1 0.1
H 4.183 4.262 -2.336 0.4 0.0 -0.2
H 2.892 4.146 -4.406 0.0 0.2 -0.8
H 4.126 5.477 -4.628 0.2 -0.5 0.0
H 2.504 5.921 -4.312 -0.3 -0.3 0.1
H 4.766 6.406 -2.550 0.1 0.4 0.1
C -2.707 -7.029 -1.903 0.7 1.3 0.7
C -2.516 -5.672 -1.114 0.4 -1.9 -0.4
C -3.852 -4.989 -0.952 0.1 0.2 0.3
O -1.882 -5.988 0.159 -1.0 0.5 -0.1
H -3.319 -6.913 -2.798 0.0 0.0 0.1
H -3.122 -7.764 -1.213 -0.1 0.0 -0.2
H -1.697 -7.321 -2.191 -0.1 -0.4 -0.2
H -1.779 -5.071 -1.645 -0.3 0.4 -0.3
H -4.626 -5.682 -0.623 0.1 -0.1 0.3
H -4.211 -4.622 -1.914 0.3 0.1 -0.1
H -3.793 -4.141 -0.269 -0.1 0.0 0.0
H -1.092 -6.506 -0.009 0.0 0.0 -0.2
C -3.566 1.213 3.333 0.5 -0.4 0.1
C -3.360 2.164 2.180 -1.6 1.7 0.9
C -4.005 3.547 2.400 0.0 -0.6 -0.3
O -2.007 2.434 2.025 1.8 -1.0 -0.8
H -4.605 1.155 3.657 0.0 -0.1 -0.1
H -2.928 1.481 4.176 -0.2 0.3 0.1
H -3.198 0.232 3.030 -0.3 -0.2 0.0
H -3.839 1.740 1.298 0.5 -0.2 -0.4
H -3.446 4.027 3.203 -0.4 0.1 0.3
H -5.079 3.494 2.580 0.1 0.1 0.2
H -3.835 4.125 1.492 -0.1 0.1 -0.1
H -1.789 3.359 2.159 -0.3 0.0 0.0
C 0.495 -1.438 0.587 0.2 -1.5 1.3
O 0.136 -0.478 -0.307 -0.4 1.7 -1.5
H 0.809 -2.326 0.038 0.0 0.0 0.1
H 1.305 -1.137 1.251 0.2 0.1 0.1
H -0.365 -1.691 1.207 0.0 -0.4 0.3
H -0.292 0.226 0.186 -0.1 0.2 -0.2
```
Positions in Å, forces in eV/Å.

Output
Energy above the lowest of the compared OMol25 structures with the same formula, charge and spin = 74.2 kcal/mol
Energy = -1670.32849 a.u.
Charge = 0
Lowest unoccupied orbital energy = 0.15 eV
Gap between HOMO and LUMO = 10.0 eV
SMILES = CC(C)O.CC(C)O.CC(C)O.CC(C)O.CC(C)O.CC(C)O.CC(C)O.CC(C)O.CO
Highest occupied orbital energy = -9.835 eV

Here are the Mulliken charges for atoms 1 to 4, given in e: -1.186, 0.382, -1.067, -0.531